44
Properties=species:S:1:pos:R:3:forces:R:3:lowdin_charge:R:1 method="wB97M-V/def2-TZVPD" e_lumo_ha=-0.064 total_charge=0 homo_ev=-8.870 gap_ha=0.2623
O 3.466336 1.050952 -0.640283 0.1283 -0.2442 0.0099 -0.34
F -6.965091 -1.408906 1.399589 0.2520 0.3034 0.6821 0.19
F -4.467139 -3.895005 1.784677 0.6269 0.2028 -0.0038 0.21
C -1.367234 0.129270 1.431380 0.0735 0.8035 -0.7095 -0.32
F 2.737926 1.904362 -4.244218 -0.0404 0.0307 0.4107 0.13
F 0.935402 -2.344620 -0.099921 0.1137 -0.1894 0.5378 0.17
C -3.954470 -0.510010 1.685064 -0.5319 0.7690 0.4236 -0.32
F -5.248039 -0.358527 -0.332171 0.1629 0.6984 0.5608 0.18
C 0.698333 -1.113119 0.399665 -0.8987 -2.1034 -0.9727 -0.48
F 7.714702 1.605501 -3.025768 -0.1686 0.1842 0.2797 0.12
O 2.748981 3.194727 -1.538705 0.0942 -0.0724 -0.0810 -0.28
C -0.884690 -1.054333 0.558725 0.7371 -0.5644 -0.2111 -0.36
F -3.385199 -1.367574 2.559278 0.2537 -0.3587 -0.5901 0.16
F -0.966638 0.004438 2.716118 -0.3773 -0.7797 -0.0191 0.16
F -1.331170 -0.962666 -0.690258 -0.1743 0.5658 0.0129 0.21
H 2.433463 -1.332067 1.595879 -0.1150 0.0674 -0.3773 0.21
F -6.343286 -2.714883 -0.156815 0.4275 -0.1216 -0.1013 0.16
F -3.025655 1.126445 0.102029 -0.2580 -0.7205 -0.3838 0.20
F 1.148751 -0.285365 -0.461333 0.3351 1.4336 -0.1269 0.23
H 1.416656 -0.067150 2.017151 0.3032 -0.1568 -0.1838 0.20
F -4.902212 0.130871 2.395746 -0.1505 0.0962 -0.3477 0.17
F -6.587052 -4.182842 1.874861 -0.0297 -0.2309 -0.2803 0.19
F -3.911007 -2.018208 -0.198380 0.6190 0.0613 0.6164 0.16
F -3.006629 1.568953 2.187724 0.1732 -0.3534 0.1739 0.17
C -5.609497 -3.283398 1.984567 -1.9644 0.2098 0.4970 -0.56
F -1.258979 -2.263797 1.011411 -0.0872 0.3197 0.7691 0.16
F 7.098941 3.507358 -3.837284 -0.1154 -0.0115 0.3618 0.12
N 4.945845 2.195386 -2.398005 -0.4068 0.0763 0.8766 -0.29
O 5.797556 4.338916 -1.271030 -0.2712 -0.1512 -0.3331 -0.28
C 7.403618 2.872106 -2.693354 0.6426 -0.3000 -1.1716 -0.67
C -4.710504 -1.221354 0.542735 -0.8626 -1.0153 -0.8893 -0.34
F 1.453593 0.834590 -2.872390 0.2145 0.1616 0.2867 0.11
H 0.987181 -1.598728 2.418637 0.1163 -0.1356 -0.3141 0.19
F 3.369137 0.004720 -3.452258 -0.1312 0.1485 0.3408 0.12
F -5.718382 -2.797096 3.223846 0.8092 0.1143 0.1930 0.18
C -2.874916 0.560140 1.295725 0.3752 0.8694 0.8281 -0.33
N 1.446555 -1.046978 1.679863 -0.0220 1.0395 1.0783 0.36
C -5.926459 -2.127008 0.987425 0.2422 -0.5481 -0.9204 -0.35
F 8.512200 3.439115 -2.203941 -0.4152 -0.0354 0.2468 0.13
C 2.736061 1.149607 -3.138928 0.1253 -0.4310 -1.2807 -0.67
S 6.023717 2.938554 -1.491385 0.9221 0.6162 0.6009 0.58
F -0.659450 1.191612 0.972332 -0.0308 -0.0912 -0.2060 0.17
S 3.533149 2.005784 -1.728149 -0.4405 0.1764 0.0009 0.56
O 6.495596 2.200230 -0.349852 -0.2561 -0.3329 -0.2842 -0.29



67
Properties=species:S:1:pos:R:3:forces:R:3:lowdin_charge:R:1 method="wB97M-V/def2-TZVPD" de_lowest_kj_mol=61.9 e_lumo_ha="-0.134 / -0.284" multiplicity=3 total_charge=+1 homo_ev="-12.046 / -12.038" gap_ha="0.3088 / 0.1582"
C 3.686313 -2.054663 1.503404 0.9135 -0.5406 0.6806 -0.10
P 0.290168 0.258882 -0.148421 0.3636 0.1528 -0.2047 0.15
C -1.345005 4.821561 -0.812619 -0.5465 0.3314 1.8843 -0.10
H 4.333722 2.643883 2.354486 0.2303 -0.2739 -0.3323 0.08
H -0.021528 -5.272448 0.992843 -0.2604 0.1058 -0.1549 0.10
H -1.214466 -0.468779 2.483459 -0.3147 -0.0521 0.2527 0.07
O -2.160047 -0.900709 -2.453730 0.0587 0.6568 0.7263 -0.14
C 3.448991 2.080166 2.054969 -0.0954 0.1566 0.8350 -0.16
O 1.084315 0.430736 -1.477943 0.2574 1.8647 -2.0140 -0.41
C -3.854915 0.474526 0.316876 -0.9334 0.7572 0.3121 -0.14
C 0.544906 -4.874777 0.151843 0.8289 -0.3485 0.2399 -0.09
H -0.755601 1.860049 3.316291 0.4501 -0.2339 0.2489 0.07
O 3.764560 -2.151292 0.073444 -0.8243 0.2161 -0.5177 -0.17
H -2.858447 -3.800446 -1.068390 -0.0541 -0.0900 -0.0037 0.08
H -0.893212 5.581921 -0.169159 0.2399 -0.0440 -0.2588 0.10
H 2.697946 -2.335065 1.857300 -0.0597 0.1442 -0.2177 0.07
H -0.535767 5.099961 -2.517244 0.4491 -0.3833 -0.3072 0.11
H 0.067644 -5.065912 -0.808754 -0.1756 0.0580 0.0924 0.09
H -1.541514 -0.826519 -1.694572 -0.5230 -0.3359 -0.9742 0.01
H 1.940063 0.508109 -3.801296 -0.2032 0.1524 0.1215 0.06
H 0.978565 -0.364601 2.429936 0.0987 -0.3139 0.6316 0.00
H 1.595836 3.213457 -4.511143 -0.1507 0.2736 0.2544 0.11
H 2.653616 2.834513 2.013674 -0.1973 -0.2318 -0.1952 0.07
O 0.680371 -0.626407 3.317726 0.1754 0.1663 -0.3403 -0.14
H 2.733574 1.534426 -5.015466 0.1089 -0.3309 0.1826 0.10
O -2.403164 -2.550154 0.543802 0.5285 -0.2067 0.2418 -0.15
H -0.348775 2.802848 1.414824 -0.0149 0.2569 0.4467 -0.01
H 4.403447 -2.782838 1.891667 -0.1749 0.0556 0.2263 0.10
H 1.511622 -5.377912 0.170907 -0.0535 -0.0352 -0.1392 0.09
O 3.649823 1.377540 0.850613 -0.0705 -0.0708 -0.5150 -0.15
H -2.297087 5.229273 -1.154590 0.1546 -0.2602 -0.5396 0.10
H 2.907949 0.747551 0.767039 0.6497 0.5878 0.0833 -0.01
Ag 1.730250 -1.584182 -0.922092 1.4360 -2.4741 0.6425 1.09
H 3.992362 -1.070542 1.859303 -0.2232 0.0667 -0.1822 0.08
H -2.600807 -2.473279 -3.684967 -0.0313 0.0544 0.1459 0.09
H -0.690732 -2.134881 2.866340 -0.0584 0.0726 -0.1099 0.07
O 0.834226 -3.484950 0.355035 -0.4902 0.3445 -0.3673 -0.19
H -4.891589 0.758363 0.513241 -0.1043 -0.5356 -0.1524 0.09
C -0.656493 -1.089693 3.195275 0.4995 -0.2125 0.1976 -0.14
H -0.023295 -3.038512 0.443492 0.0528 -0.1365 0.2826 0.04
H 1.145390 0.928872 -5.365573 -0.3350 -0.0062 0.3352 0.10
O -0.399461 1.602645 0.072812 0.3121 -1.4036 -0.2000 -0.30
H -1.287605 -1.467752 -4.262676 -0.2012 0.3221 0.0724 0.07
O -3.201444 1.725124 0.527968 0.8205 -0.2258 -0.2392 -0.13
C 1.779268 1.277309 -4.548636 0.8417 0.1762 -1.0062 -0.10
H -1.734212 -2.039236 0.054553 -0.8585 -0.2451 0.0982 0.00
O 1.478150 -0.162198 0.761505 -1.0474 -0.0150 0.7228 -0.27
C -1.748991 -1.875667 -3.351275 0.5451 -0.7607 -1.0926 -0.19
O -0.412443 -1.087190 -0.493938 -0.1372 0.8756 1.1026 -0.30
H -4.041376 -3.740573 0.274585 0.2750 -0.1835 0.1114 0.09
O 1.285454 2.491173 -3.958370 -0.2826 -0.3863 0.2790 -0.18
H 0.795824 2.792923 3.633206 -0.0104 -0.3698 0.0234 0.07
H -1.064223 -1.051696 4.204927 -0.3878 0.1585 -0.2355 0.09
H 3.234692 1.368125 2.860830 -0.1111 0.2099 0.1124 0.08
H -1.566345 3.994711 -0.139431 0.0371 -0.1541 -0.3038 0.06
O -0.436249 3.476161 2.102323 0.1117 0.2875 -0.0658 -0.15
H -3.785543 0.103588 -0.707573 0.1854 0.0351 -0.0384 0.07
C -0.259635 2.831891 3.362468 -0.5271 0.0583 -0.1867 -0.12
C -3.341047 -3.162171 -0.325626 -0.3377 0.3469 -0.0995 -0.14
H -0.784874 3.381274 4.143913 0.0249 0.2720 -0.1966 0.08
Ag 0.480171 2.355713 -1.844490 -0.3776 1.1766 -0.4059 1.13
O -0.448101 4.411751 -1.847354 -0.2108 0.1226 -0.3472 -0.18
H -3.581909 -0.303181 1.031473 0.2549 0.0354 -0.0053 0.07
H -2.255920 1.631954 0.336207 -0.5141 0.0374 0.1698 0.00
H -0.983125 -2.585709 -3.002019 -0.1894 0.0895 0.5583 0.07
H -3.955163 -2.414143 -0.833799 0.1663 0.0586 -0.1769 0.07
H 4.650860 -2.412897 -0.183423 0.0173 0.1238 -0.1886 0.10